No. 1
The following is a quantum chemistry calculation of a 4-piece molecular cluster, C30H72FNO11P overall, from OMol25.

The calculation puts the molecular weight at 672.87 g mol⁻¹. The electronic energy is -68290.28779 eV. For the LUMO energy, the calculation gives 1.74 eV. For the HOMO energy, the calculation gives -3.960 eV. The maximum force comes out at 1.7 eV/A. The gap between HOMO and LUMO is 5.701 eV. As for the net charge: -1.

Element x y z (Å)
C 2.24011 -2.34999 0.14957
O 3.56737 -1.92185 0.31907
C 3.72815 -0.53730 0.05182
C 5.19486 -0.19445 -0.05816
C 5.89923 -0.39377 1.27904
C 7.40690 -0.18170 1.24330
C 8.14709 -0.60197 2.52472
C 8.09327 0.43530 3.65359
C 6.68061 0.79058 4.09866
P 6.50784 1.58465 5.83379
F 7.23015 3.02858 5.13719
C 6.57631 2.46298 7.53091
C 6.65171 1.49818 8.70189
N 5.32667 0.92290 9.01733
C 4.72152 2.24906 5.42084
C 3.83399 1.32417 4.60927
O 2.42100 1.60810 4.73410
H 1.57933 -1.93377 0.92397
H 2.22307 -3.43854 0.21306
H 1.85310 -2.04534 -0.83461
H 3.16335 -0.28322 -0.85898
H 3.29101 0.04422 0.88120
H 5.25332 0.86064 -0.35737
H 5.67616 -0.77870 -0.85238
H 5.45889 0.30909 1.98868
H 5.65734 -1.39021 1.66766
H 7.59864 0.89191 1.09031
H 7.82810 -0.69748 0.36994
H 9.18829 -0.83215 2.26914
H 7.70012 -1.53810 2.89105
H 8.64313 0.06222 4.52850
H 8.62102 1.34524 3.34059
H 6.23512 1.49989 3.39327
H 6.05919 -0.11569 4.09423
H 7.84785 1.07899 6.17516
H 5.88991 0.38355 6.39101
H 7.49609 3.05073 7.47534
H 5.75140 3.16695 7.70308
H 7.02092 2.00743 9.60087
H 7.38746 0.71537 8.45007
H 4.78741 0.92069 8.15590
H 5.40549 -0.05816 9.26291
H 4.80152 3.22674 4.92866
H 4.22631 2.39666 6.38751
H 4.10264 1.33171 3.54563
H 3.93614 0.28924 4.95632
H 2.31866 2.54748 4.54592
C -2.50398 -2.75365 4.99743
O -2.68084 -1.51493 4.35395
C -3.05481 -0.43882 5.19302
C -2.20884 0.79327 4.94674
O -0.87814 0.69593 5.41282
C 0.07057 -0.04729 4.65500
C 0.57530 0.65570 3.41492
O -0.45209 0.76177 2.43726
C -0.62088 2.02010 1.83792
H -3.45385 -3.28697 5.12482
H -1.84446 -3.35779 4.37550
H -2.04113 -2.62898 5.98194
H -2.98022 -0.72569 6.24804
H -4.10166 -0.16823 4.99340
H -2.65273 1.59500 5.54449
H -2.26110 1.07576 3.89459
H -0.30497 -1.03864 4.39214
H 0.92671 -0.16006 5.32285
H 1.39575 0.05275 3.00575
H 0.97877 1.63847 3.67409
H -0.37564 2.84103 2.51942
H -1.67228 2.09849 1.55675
H -0.00729 2.13167 0.93574
C -5.55346 2.25839 -4.95156
O -5.81782 1.77969 -3.65459
C -6.09439 0.39800 -3.55025
C -5.32383 -0.25044 -2.41941
O -3.92876 -0.31833 -2.65753
C -3.15893 0.82757 -2.31922
C -2.77770 0.89663 -0.85658
O -3.89782 1.11536 -0.01951
C -3.98023 0.25806 1.10302
H -6.47117 2.55598 -5.47243
H -4.90657 3.13047 -4.85863
H -5.04034 1.50422 -5.55660
H -5.85601 -0.11538 -4.48892
H -7.16538 0.24831 -3.35088
H -5.65868 -1.29103 -2.37754
H -5.55622 0.23323 -1.46969
H -3.65010 1.75150 -2.62954
H -2.22565 0.71780 -2.87753
H -2.05851 1.71710 -0.74143
H -2.26882 -0.02889 -0.56644
H -3.63825 -0.75258 0.86209
H -5.02510 0.21723 1.40937
H -3.37759 0.61653 1.94283
C -7.44430 -1.09479 -6.97877
O -6.73842 -0.65112 -8.11443
C -5.34992 -0.44221 -7.94593
C -4.55466 -1.05050 -9.08156
O -4.57843 -2.46879 -9.09521
C -5.68456 -3.09490 -9.72388
C -5.52491 -3.23742 -11.22307
O -5.58085 -1.98420 -11.87577
C -4.57571 -1.75437 -12.83442
H -7.81173 -0.25887 -6.37326
H -8.29836 -1.67597 -7.32639
H -6.82110 -1.73491 -6.34576
H -5.00761 -0.86206 -6.99306
H -5.13667 0.63566 -7.93574
H -3.50920 -0.78410 -8.90466
H -4.87036 -0.62678 -10.03604
H -6.62574 -2.59611 -9.48783
H -5.70853 -4.10938 -9.31654
H -6.33570 -3.88372 -11.58618
H -4.57546 -3.73972 -11.43940
H -3.61683 -2.17717 -12.51752
H -4.46346 -0.67661 -12.94580
H -4.83607 -2.18116 -13.80995

No. 2
The following is a quantum chemistry calculation of C30H72O18S2 as an isolated structure, from OMol25.

The calculation puts the molecular weight at 785.02 g mol⁻¹. The electronic energy is -90774.79654 eV. For the LUMO energy, the calculation gives 0.10 eV. For the HOMO energy, the calculation gives -8.758 eV. The maximum force comes out at 11.5 eV/A. Its energy above the lowest of the compared OMol25 structures with the same formula, charge and spin is 17.978 eV. The gap between HOMO and LUMO is 8.854 eV.

Element x y z (Å)
O -1.26160 -4.10686 1.88995
S -2.21870 -3.56739 0.91948
O -1.94642 -3.64043 -0.54114
O -3.80972 -4.31313 1.20358
C -4.00535 -5.62682 0.68718
C -5.61880 -5.83538 0.77841
C -2.55126 -1.72716 1.37672
H -3.46084 -6.24195 1.40356
H -3.48251 -5.80703 -0.25211
H -6.12510 -5.04433 0.22523
H -5.95753 -5.63554 1.79498
H -5.90224 -6.77257 0.29941
H -3.35421 -1.38133 0.72573
H -1.62658 -1.18155 1.18863
H -2.89593 -1.83225 2.40544
O 5.41739 -3.69920 -8.13366
S 4.41318 -4.32905 -7.22921
O 4.42698 -5.72542 -7.02443
O 4.44070 -3.65742 -5.68992
C 4.82347 -2.29166 -5.49351
C 4.74966 -2.28867 -3.95844
C 2.71457 -3.63482 -7.59841
H 3.93412 -1.80032 -5.88813
H 5.80157 -2.11150 -5.93956
H 5.56775 -2.87117 -3.53477
H 3.89109 -2.73657 -3.45809
H 4.85217 -1.25453 -3.62956
H 2.81839 -2.56025 -7.44799
H 2.09353 -4.03207 -6.79554
H 2.33541 -3.87399 -8.59196
C -2.98175 1.20605 0.61333
O -2.71960 -0.19384 0.52883
C -1.57309 -0.47981 -0.25957
C -0.18451 0.20736 0.23677
O 1.10093 -0.44037 0.10162
C 1.34513 -0.66324 -1.25749
C 2.78264 -1.26038 -1.39133
O 3.58559 -1.02461 -2.51683
C 3.00189 -0.85460 -3.80025
H -2.56131 1.58607 1.54444
H -4.06482 1.31107 0.67663
H -2.57918 1.71979 -0.25966
H -1.84645 -0.10654 -1.24649
H -1.48106 -1.56584 -0.24686
H -0.40145 0.55441 1.24701
H -0.09795 1.26404 -0.01632
H 1.19466 0.30509 -1.73474
H 0.59395 -1.35211 -1.64386
H 2.70200 -2.32574 -1.17541
H 3.35005 -0.79747 -0.58396
H 3.63795 -0.76793 -4.68119
H 2.38870 0.04356 -3.87364
H 2.24245 -1.59233 -4.05928
C 3.65410 2.66746 1.32407
O 4.04037 1.34912 1.70210
C 3.03858 0.31437 1.51480
C 3.19399 -0.91094 2.52125
O 4.26074 -1.86441 2.22042
C 3.86102 -3.24493 2.06000
C 3.24083 -3.85772 3.27930
O 2.58370 -5.19643 3.25838
C 3.43754 -6.24101 2.89854
H 4.30762 3.41032 1.78141
H 2.67089 2.91849 1.72201
H 3.79857 2.77172 0.24872
H 3.19916 0.05177 0.46917
H 2.00837 0.66663 1.46330
H 2.28624 -1.50447 2.62992
H 3.37566 -0.49875 3.51381
H 4.72231 -3.85204 1.78126
H 3.27132 -3.42404 1.16096
H 2.63865 -3.10609 3.78974
H 4.02706 -4.13481 3.98154
H 2.98932 -7.12255 3.35690
H 4.46297 -6.10707 3.24302
H 3.35792 -6.31582 1.81403
C -3.35553 6.12708 0.41147
O -2.00599 6.09926 1.00236
C -1.09730 5.59792 0.06871
C -1.12666 4.06910 -0.03005
O -1.72060 3.60350 -1.17905
C -0.77628 3.40746 -2.24907
C 0.31733 2.29530 -2.31090
O -0.33123 1.09182 -2.63694
C 0.03874 0.66507 -3.95969
H -4.01930 6.47936 1.20104
H -3.74381 5.22551 -0.06234
H -3.22593 6.98670 -0.24607
H -0.06979 5.86917 0.31108
H -1.07236 6.16487 -0.86191
H -1.63744 3.56242 0.78878
H -0.12726 3.65163 0.09256
H -0.26531 4.34047 -2.48678
H -1.38937 3.19625 -3.12521
H 0.76058 2.25865 -1.31576
H 1.06700 2.59672 -3.04249
H 1.11844 0.78282 -4.05171
H -0.36001 1.28254 -4.76457
H -0.15965 -0.38329 -4.18262
C -4.68426 5.63874 4.70982
O -5.97344 5.09418 4.30101
C -5.95738 3.66071 4.11373
C -5.09448 3.03202 3.08516
O -3.75303 2.85109 3.60193
C -2.74190 2.65613 2.60016
C -1.35617 2.51574 3.24545
O -0.53622 1.59404 2.55674
C 0.73719 1.41806 3.21403
H -4.32189 5.24069 5.65763
H -4.76995 6.72512 4.73248
H -3.98455 5.45089 3.89544
H -6.99865 3.50333 3.83252
H -5.91025 3.20302 5.10186
H -5.04933 3.52843 2.11580
H -5.53232 2.08916 2.75740
H -2.79086 3.47704 1.88475
H -2.96860 1.68387 2.16265
H -1.45967 2.26889 4.30208
H -0.91997 3.51375 3.20281
H 1.57914 1.58281 2.54167
H 0.76106 0.33095 3.28984
H 0.98238 2.00989 4.09591